1.
DFT (ωB97M-V/def2-TZVPD) results for 6 unconnected molecules or ions with the total composition C5H21NO6 in a non-equilibrium geometry.

SMILES: CN[C@H](C)CC=O.O.O.O.O.O
E_LUMO (eV): 0.32
E_HOMO (eV): -9.063
Electronic energy (Ha): -709.2551
Frontier orbital gap (eV): 9.385

Last columns: bonded neighbours and bond lengths (Å).
Element x y z (Å)
1 C 1.44 -2.36 0.12  N2 1.448, H8 1.094, H9 1.089, H10 1.094
2 N 0.46 -1.38 0.54  C1 1.448, C3 1.472, H11 1.011
3 C 0.60 -0.90 1.93  N2 1.472, C4 1.533, C5 1.569, H12 1.089
4 C -0.74 -0.86 2.66  C3 1.533, H13 1.072, H14 1.092, H15 1.081
5 C 1.25 0.52 1.79  C3 1.569, C6 1.488, H16 1.099, H17 1.085
6 C 0.28 1.58 1.38  C5 1.488, O7 1.213, H18 1.099
7 O 0.60 2.51 0.67  C6 1.213
8 H 1.61 -3.23 0.76  C1 1.094
9 H 2.38 -1.88 -0.13  C1 1.089
10 H 1.13 -2.72 -0.86  C1 1.094
11 H -0.47 -1.70 0.31  N2 1.011
12 H 1.37 -1.50 2.41  C3 1.089
13 H -1.45 -1.25 1.96  C4 1.072
14 H -0.80 -1.65 3.41  C4 1.092
15 H -0.98 0.07 3.17  C4 1.081
16 H 1.56 0.76 2.81  C5 1.099
17 H 2.09 0.42 1.12  C5 1.085
18 H -0.75 1.51 1.75  C6 1.099
19 O -2.70 0.17 0.60  H20 0.961, H21 0.967
20 H -2.48 0.95 0.08  O19 0.961
21 H -3.58 0.23 0.97  O19 0.967
22 O 0.62 0.13 -2.23  H23 0.977, H24 0.973
23 H 1.04 0.93 -2.61  O22 0.977
24 H 1.17 0.03 -1.43  O22 0.973
25 O -2.11 -1.83 -1.70  H26 0.969, H27 0.964
26 H -2.18 -1.68 -2.65  O25 0.969
27 H -2.10 -0.90 -1.43  O25 0.964
28 O -1.91 0.75 -2.90  H29 0.965, H30 0.975
29 H -1.73 1.33 -2.14  O28 0.965
30 H -1.15 0.14 -2.81  O28 0.975
31 O 3.01 1.74 -1.23  H32 0.964, H33 0.968
32 H 3.54 1.15 -0.68  O31 0.964
33 H 2.16 1.88 -0.79  O31 0.968


2.
DFT (ωB97M-V/def2-TZVPD) results for 5 unconnected molecules or ions with the total composition C5H22N2O5 in a non-equilibrium geometry.

SMILES: CN[C@H](CN)[C@H](C)O.O.O.O.O
E_LUMO (eV): 0.22
E_HOMO (eV): -8.951
Electronic energy (Ha): -689.2405
Frontier orbital gap (eV): 9.170

Last columns: bonded neighbours and bond lengths (Å).
Element x y z (Å)
1 C 2.01 -0.24 1.37  N2 1.444, H9 1.064, H10 1.229, H11 1.080
2 N 1.56 0.06 0.03  C1 1.444, C3 1.545, H12 0.997
3 C 0.13 0.63 -0.02  N2 1.545, C4 1.527, C6 1.505, H13 1.164
4 C -0.07 2.14 -0.09  C3 1.527, N5 1.505, H14 1.115, H15 1.044
5 N 0.43 2.85 -1.33  C4 1.505, H16 1.024, H17 0.987
6 C -0.72 0.23 1.16  C3 1.505, C7 1.524, O8 1.386, H18 1.125
7 C -2.20 0.46 0.92  C6 1.524, H19 1.092, H20 1.169, H21 1.069
8 O -0.40 0.63 2.45  C6 1.386, H22 0.860
9 H 1.38 -0.65 2.13  C1 1.064
10 H 2.97 -1.01 1.33  C1 1.229
11 H 2.22 0.70 1.86  C1 1.080
12 H 1.68 -0.80 -0.45  N2 0.997
13 H -0.33 0.06 -0.93  C3 1.164
14 H 0.26 2.60 0.87  C4 1.115
15 H -1.07 2.46 -0.10  C4 1.044
16 H 0.58 2.21 -2.11  N5 1.024
17 H 1.36 3.18 -1.30  N5 0.987
18 H -0.78 -0.89 1.32  C6 1.125
19 H -2.35 1.52 0.71  C7 1.092
20 H -2.75 0.32 1.94  C7 1.169
21 H -2.82 -0.15 0.29  C7 1.069
22 H -0.37 1.47 2.64  O8 0.860
23 O -2.60 -0.22 -2.84  H24 0.890, H25 0.904
24 H -1.83 -0.62 -3.06  O23 0.890
25 H -2.44 0.67 -2.81  O23 0.904
26 O -1.46 -2.65 -1.18  H27 1.113, H28 0.962
27 H -2.26 -1.88 -1.27  O26 1.113
28 H -2.16 -3.28 -1.02  O26 0.962
29 O 3.75 1.18 -0.96  H30 0.983, H31 0.842
30 H 3.63 0.69 -0.12  O29 0.983
31 H 3.29 1.88 -0.90  O29 0.842
32 O -0.14 -4.05 1.11  H33 0.943, H34 0.928
33 H -0.76 -3.99 0.41  O32 0.943
34 H 0.37 -3.27 1.03  O32 0.928